Molecular formula: C13H11MnN2O2S2Se2
Method: DFT, ωB97M-V/def2-TZVPD

As for the total charge: +2. The LUMO energy (spin up / spin down) comes out at -0.269 / -0.326 Eh. The expectation value of S² is 6.041. As for the spin multiplicity: 5. The calculation puts the HOMO-LUMO gap (spin up / spin down) at 7.81 / 6.25 eV.

Atoms and positions in Å:
Mn (-0.51773, 0.16707, -0.16566)
Se (0.06915, 3.24162, 1.59065)
Se (-1.30597, 1.37617, 1.97478)
C (0.12598, 0.17700, 2.47504)
C (0.52985, -0.08999, 3.76087)
C (1.61017, -0.95509, 3.91751)
C (2.21610, -1.50444, 2.79931)
C (1.72336, -1.20080, 1.54207)
N (0.68755, -0.36748, 1.38467)
C (0.09188, 3.24985, -0.33737)
C (0.31591, 4.47567, -0.94039)
C (0.40718, 4.52563, -2.32295)
C (0.24112, 3.35882, -3.05675)
C (-0.00309, 2.18686, -2.37530)
N (-0.06539, 2.12044, -1.03127)
H (0.03178, 0.36353, 4.60623)
H (1.97369, -1.19204, 4.90890)
H (3.06298, -2.16903, 2.89327)
H (2.15499, -1.61974, 0.64400)
H (0.40493, 5.37227, -0.34219)
H (0.58799, 5.46904, -2.82073)
H (0.29253, 3.35734, -4.13580)
H (-0.14513, 1.25603, -2.91211)
C (-1.39804, -4.99067, -0.66292)
O (-0.54403, -3.79940, -0.60747)
C (-0.66736, -2.92155, -1.53524)
S (-1.68486, -2.84822, -2.82117)
S (0.41158, -1.56855, -1.62404)
H (-1.14320, -5.56048, 0.22155)
H (-1.16343, -5.54677, -1.56763)
H (-2.44250, -4.68709, -0.64832)
O (-3.42951, 0.15633, -1.65221)
C (-2.42849, 0.16765, -1.15934)